--- i ---
The following is a quantum chemistry calculation of 10 unconnected molecules or ions with the total composition H20O10, from OMol25.

The geometry in XYZ format:
```
30
Properties=species:S:1:pos:R:3:nbo_charge:R:1
O 0.948 -1.577 -1.862 -0.956
O -1.901 1.231 -1.543 -0.953
O 3.322 -0.653 0.298 -0.918
O 0.072 3.105 1.297 -0.920
O -0.162 -0.046 0.329 -0.965
O 2.756 1.644 1.675 -0.948
O -3.672 -0.464 0.497 -0.932
O 0.663 -0.684 2.900 -0.946
O -2.951 -0.650 -2.783 -0.965
O 0.748 -3.065 0.821 -0.928
H -3.198 0.302 0.175 0.459
H 0.825 0.008 3.541 0.462
H -0.365 3.916 1.034 0.452
H -2.383 -0.074 -2.270 0.468
H 0.452 -2.614 0.031 0.464
H -1.071 1.397 -1.991 0.493
H -3.777 -0.172 -2.853 0.462
H 3.112 -0.745 -0.631 0.463
H 4.163 -0.195 0.310 0.471
H 0.297 -1.725 -2.548 0.492
H -0.048 -0.345 2.356 0.481
H 3.447 2.071 1.169 0.445
H 2.771 0.733 1.381 0.488
H -0.741 0.111 -0.417 0.468
H 0.451 -3.968 0.708 0.462
H -2.269 2.101 -1.390 0.503
H 0.541 -0.592 -0.024 0.489
H -0.186 2.468 0.631 0.467
H -3.433 -0.523 1.422 0.472
H 1.591 -0.992 -2.263 0.471
```

Values from the calculation:
Structure (SMILES): O.O.O.O.O.O.O.O.O.O
HOMO level: -10.1 eV
Orbital gap: 9.528 eV
Charge: 0

--- ii ---
The following is a quantum chemistry calculation of 10 unconnected molecules or ions with the total composition H20O10, from OMol25.

The geometry in XYZ format:
```
30
Properties=species:S:1:pos:R:3:nbo_charge:R:1
O 8.986 12.947 -27.847 -0.919
O 12.726 13.005 -34.173 -0.972
O 12.615 12.056 -26.571 -0.935
O 11.570 10.594 -28.954 -0.957
O 10.644 12.406 -32.811 -0.956
O 13.802 14.655 -29.123 -0.952
O 12.433 15.554 -33.916 -0.943
O 11.761 13.186 -30.399 -0.989
O 15.183 11.891 -30.626 -0.922
O 10.074 15.690 -30.232 -0.936
H 10.735 10.216 -28.676 0.479
H 12.979 14.908 -34.364 0.488
H 14.350 11.973 -31.091 0.462
H 9.519 13.109 -28.626 0.468
H 12.765 12.446 -34.949 0.468
H 12.111 12.563 -33.588 0.479
H 13.339 15.334 -28.632 0.462
H 11.938 15.046 -33.274 0.451
H 10.337 14.782 -30.383 0.472
H 12.206 11.745 -25.763 0.457
H 12.063 9.853 -29.307 0.492
H 15.746 11.404 -31.227 0.460
H 10.272 11.637 -33.242 0.497
H 12.286 11.465 -27.248 0.472
H 8.936 11.993 -27.785 0.451
H 9.978 13.086 -32.916 0.502
H 11.554 12.869 -31.277 0.484
H 13.146 14.307 -29.728 0.480
H 9.446 15.877 -30.930 0.459
H 11.619 12.429 -29.830 0.499
```

Values from the calculation:
Structure (SMILES): O.O.O.O.O.O.O.O.O.O
HOMO level: -9.9 eV
Orbital gap: 9.110 eV
Charge: 0

--- iii ---
The following is a quantum chemistry calculation of 10 unconnected molecules or ions with the total composition H20O10, from OMol25.

The geometry in XYZ format:
```
30
Properties=species:S:1:pos:R:3:nbo_charge:R:1
O -1.306 -0.622 0.602 -0.903
O 1.371 0.775 -1.193 -0.934
O -4.052 -0.925 1.100 -0.922
O -0.934 -1.690 4.056 -0.919
O -0.512 2.707 1.403 -0.924
O -1.238 2.370 -2.646 -0.931
O 1.232 3.751 -0.082 -0.926
O 0.790 -2.481 -3.166 -0.925
O 1.214 -2.549 -1.216 -0.912
O 3.115 -0.982 1.195 -0.931
H 3.010 -1.159 0.253 0.448
H -0.683 3.154 -2.573 0.463
H -0.676 1.654 -2.330 0.468
H 3.868 -0.382 1.238 0.483
H -0.730 1.812 1.119 0.462
H -1.368 -2.188 3.355 0.452
H 0.584 3.563 -0.770 0.465
H 0.550 -2.637 -0.524 0.468
H -0.086 -1.437 3.673 0.469
H 0.554 -1.698 -2.657 0.464
H 0.310 -2.375 -3.996 0.454
H -0.491 -0.597 0.087 0.436
H 1.698 0.009 -1.679 0.479
H -3.680 -1.680 0.630 0.461
H 1.700 2.917 0.034 0.461
H -4.011 -1.183 2.027 0.462
H 0.388 2.633 1.741 0.462
H -1.151 -1.317 1.251 0.463
H 2.021 -2.325 -0.739 0.453
H 0.757 0.402 -0.552 0.452
```

Values from the calculation:
Structure (SMILES): O.O.O.O.O.O.O.O.O.O
HOMO level: -10.3 eV
Orbital gap: 9.511 eV
Charge: 0

The structure with the most favorable energy is ii; the runner-up is 0.0147 hartree above it.

--- i ---
The following is a quantum chemistry calculation of 10 unconnected molecules or ions with the total composition H20O10, from OMol25.

The geometry in XYZ format:
```
30
Properties=species:S:1:pos:R:3:nbo_charge:R:1
O -1.013 -2.159 -1.224 -0.952
O -1.504 4.482 0.600 -0.928
O -4.412 -2.619 -0.409 -0.943
O -0.134 0.424 0.495 -0.939
O 1.151 1.951 1.412 -0.891
O 0.175 -3.725 2.094 -0.944
O 2.142 0.745 -1.649 -0.917
O 3.040 -1.033 -0.887 -0.944
O -3.831 2.108 -0.019 -0.942
O 4.017 0.167 0.489 -0.926
H -3.146 2.173 0.656 0.483
H -0.755 4.040 0.186 0.458
H -1.941 4.937 -0.129 0.471
H 4.013 0.524 -0.406 0.470
H 0.795 2.238 0.563 0.448
H -0.687 -3.053 -1.375 0.477
H 2.105 1.944 1.276 0.446
H 3.174 0.450 0.859 0.456
H 2.342 1.531 -1.128 0.450
H 2.646 0.866 -2.461 0.474
H -1.382 -2.191 -0.334 0.475
H 2.198 -1.483 -0.752 0.475
H 3.700 -1.715 -0.721 0.460
H 0.041 -4.679 2.078 0.470
H -4.083 -2.032 -1.099 0.472
H -0.290 0.750 -0.398 0.461
H -0.389 -0.504 0.455 0.474
H -5.318 -2.324 -0.262 0.471
H -3.368 1.764 -0.791 0.460
H 0.716 -3.577 2.878 0.475
```

Values from the calculation:
Structure (SMILES): O.O.O.O.O.O.O.O.O.O
HOMO level: -9.1 eV
Orbital gap: 9.114 eV
Charge: 0

--- ii ---
The following is a quantum chemistry calculation of 10 unconnected molecules or ions with the total composition H20O10, from OMol25.

The geometry in XYZ format:
```
30
Properties=species:S:1:pos:R:3:nbo_charge:R:1
O -0.065 1.331 -2.363 -0.945
O 1.316 3.718 -0.571 -0.920
O -2.060 3.758 1.763 -0.942
O -1.810 -2.594 1.263 -0.947
O 4.161 -2.489 -1.403 -0.945
O 1.422 -1.969 2.546 -0.970
O 0.233 -0.151 -0.229 -0.921
O -2.110 -0.972 -1.807 -0.971
O 3.019 0.791 1.267 -0.954
O -4.168 -1.402 -0.261 -0.952
H -2.903 -1.173 -2.288 0.469
H 1.361 4.368 -1.265 0.466
H -0.045 -0.711 -0.931 0.462
H -0.387 0.530 -1.928 0.478
H 1.695 -1.791 1.569 0.492
H -1.679 4.397 2.491 0.466
H 2.810 1.121 0.318 0.474
H 1.741 -1.259 3.108 0.477
H 0.819 0.463 -0.716 0.462
H -4.191 -1.900 -1.053 0.468
H 1.613 2.976 -1.009 0.454
H -5.066 -1.361 0.171 0.485
H 3.631 -2.579 -2.157 0.466
H 3.705 -2.968 -0.629 0.479
H -1.286 3.215 1.550 0.477
H 0.490 1.044 -3.036 0.458
H -2.349 -0.543 -0.981 0.506
H 3.890 1.063 1.562 0.480
H -2.011 -1.826 1.850 0.478
H -1.342 -3.229 1.737 0.469
```

Values from the calculation:
Structure (SMILES): O.O.O.O.O.O.O.O.O.O
HOMO level: -10.7 eV
Orbital gap: 10.819 eV
Charge: 0

The structure with the most favorable energy is ii; the runner-up is 0.0599 hartree above it.

--- i ---
The following is a quantum chemistry calculation of C3H6N2OS in the gas phase, from OMol25.

The geometry in XYZ format:
```
13
Properties=species:S:1:pos:R:3:nbo_charge:R:1
S 2.195 0.317 0.380 -0.107
O -0.701 -1.944 0.339 -0.698
N -2.069 -0.237 -1.138 -0.627
N -0.296 1.390 -0.351 -0.657
C 0.486 0.390 0.187 0.104
C -1.559 0.931 -1.006 0.271
C -0.310 -0.805 0.996 -0.136
H -1.295 -1.013 -1.341 0.376
H 0.076 2.343 -0.533 0.430
H -2.428 1.859 -1.034 0.165
H -1.364 -0.534 1.461 0.202
H 0.303 -0.896 1.919 0.202
H 0.044 -2.442 0.096 0.473
```

Values from the calculation:
Structure (SMILES): [H]/N=C\NC(=S)CO
HOMO level: -8.9 eV
Orbital gap: 8.356 eV
Charge: 0

--- ii ---
The following is a quantum chemistry calculation of C3H6N2OS in the gas phase, from OMol25.

The geometry in XYZ format:
```
13
Properties=species:S:1:pos:R:3:nbo_charge:R:1
S -1.784 0.588 1.963 -0.035
O -0.522 1.505 -0.080 -0.486
N 1.330 -0.625 0.519 -0.716
N -0.492 -1.939 0.448 -0.812
C -0.769 0.546 0.742 0.166
C 0.092 -0.724 0.537 0.350
C 0.248 1.300 -1.340 -0.281
H 0.271 0.242 -1.723 0.219
H -0.410 1.900 -2.015 0.214
H -1.363 -2.214 0.876 0.410
H 0.252 -2.715 0.604 0.400
H 1.837 0.334 0.507 0.360
H 1.309 1.803 -1.038 0.211
```

Values from the calculation:
Structure (SMILES): [H]/N=C(/N)C(=S)OC
HOMO level: -8.7 eV
Orbital gap: 9.140 eV
Charge: 0

--- iii ---
The following is a quantum chemistry calculation of C3H6N2OS in the gas phase, from OMol25.

The geometry in XYZ format:
```
13
Properties=species:S:1:pos:R:3:nbo_charge:R:1
S 2.501 -0.596 -0.122 -0.079
O 0.430 0.645 -1.282 -0.503
N 0.892 1.493 0.791 -0.116
N -0.318 1.414 0.694 -0.121
C 1.466 0.895 -0.452 0.070
C -0.708 0.598 -0.400 0.163
C -1.051 -0.718 0.299 -0.653
H -0.621 -0.837 1.254 0.239
H -1.574 0.967 -0.914 0.202
H 2.097 1.603 -0.861 0.188
H -1.026 -1.563 -0.519 0.236
H -2.082 -0.487 0.665 0.228
H 1.910 -1.230 -1.164 0.146
```

Values from the calculation:
Structure (SMILES): C[C@H]1N=N[C@@H](S)O1
HOMO level: -9.4 eV
Orbital gap: 10.015 eV
Charge: 0

--- iv ---
The following is a quantum chemistry calculation of C3H6N2OS in the gas phase, from OMol25.

The geometry in XYZ format:
```
13
Properties=species:S:1:pos:R:3:nbo_charge:R:1
S 0.801 1.536 -0.174 0.224
O 2.261 -1.134 0.023 -0.530
N -1.711 -1.541 -0.202 -0.662
N 0.194 -0.067 0.081 -0.617
C -1.187 -0.352 -0.012 0.444
C -2.146 0.722 0.178 -0.675
C 1.040 -1.186 0.123 0.523
H -0.982 -2.162 -0.490 0.317
H 1.010 1.816 1.136 0.120
H -2.073 1.418 -0.724 0.239
H -3.159 0.290 0.250 0.257
H -1.856 1.290 1.017 0.222
H 0.523 -2.000 0.523 0.139
```

Values from the calculation:
Structure (SMILES): [H]/N=C(/C)N(S)C=O
HOMO level: -9.9 eV
Orbital gap: 10.323 eV
Charge: 0

The structure with the most favorable energy is iv; the runner-up is 0.0238 hartree above it.

--- i ---
The following is a quantum chemistry calculation of C3H6N2OS in the gas phase, from OMol25.

The geometry in XYZ format:
```
13
Properties=species:S:1:pos:R:3:nbo_charge:R:1
S -0.603 2.767 0.067 0.010
O 1.764 1.580 0.271 -0.565
N -1.320 -0.092 -0.358 -0.181
N -1.860 -1.266 -0.288 -0.572
C -0.039 0.062 -0.013 0.051
C 0.584 1.460 -0.005 0.376
C 1.024 -1.001 0.393 -0.718
H -1.170 -1.973 -0.341 0.341
H 2.072 -0.530 0.551 0.285
H -2.635 -1.475 -1.089 0.374
H 0.429 3.725 -0.045 0.152
H 0.950 -1.678 -0.519 0.214
H 0.803 -1.579 1.376 0.234
```

Values from the calculation:
Structure (SMILES): C/C(=N\N)C(=O)S
HOMO level: -9.1 eV
Orbital gap: 9.404 eV
Charge: 0

--- ii ---
The following is a quantum chemistry calculation of C3H6N2OS in the gas phase, from OMol25.

The geometry in XYZ format:
```
13
Properties=species:S:1:pos:R:3:nbo_charge:R:1
S 0.402 0.075 -2.091 -0.156
O 0.120 1.528 2.223 -0.622
N -0.072 0.009 0.558 -0.626
N 0.695 2.206 0.124 -0.825
C 0.253 1.312 1.039 0.789
C -0.067 -0.587 -0.636 0.156
C -0.543 -2.032 -0.582 -0.672
H 0.764 1.995 -0.823 0.419
H 0.906 3.124 0.511 0.412
H -1.649 -2.013 -0.345 0.234
H -0.410 -2.512 -1.540 0.250
H -0.033 -2.560 0.203 0.224
H -0.365 -0.545 1.360 0.416
```

Values from the calculation:
Structure (SMILES): CC(=S)NC(N)=O
HOMO level: -9.0 eV
Orbital gap: 9.197 eV
Charge: 0

The structure with the most favorable energy is ii; the runner-up is 0.1117 hartree above it.